1.
The following is a DFT calculation (ωB97M-V/def2-TZVPD) of one molecule with the formula C3H5NO.

```
10
Properties=species:S:1:pos:R:3:forces:R:3
O 2.003324 0.217960 0.237098 -0.51 -0.08 -0.10
N 0.388484 -0.987082 -0.840236 0.08 -0.07 0.04
C 0.855072 0.068210 -0.107207 0.16 -0.05 0.09
C -1.410401 -0.047120 0.321096 0.03 0.16 0.26
C -0.328187 0.982445 0.303471 -0.08 0.11 0.01
H -0.049863 1.436206 1.259806 0.00 -0.09 -0.11
H 0.950376 -1.821271 -0.921674 0.05 0.10 -0.14
H -0.613050 -0.993862 -1.064629 0.23 -0.12 -0.13
H -0.485712 1.757833 -0.453536 0.06 -0.11 0.08
H -1.310044 -0.613322 1.265811 -0.03 0.15 0.01
```
Positions in Å, forces in eV/Å.

Calculated values
LUMO energy: -0.621 eV
E_HOMO: -9.2 eV
relative energy (zero: lowest compared OMol25 entry of this formula, charge and spin): 84.0 kcal/mol
total charge: 0
DFT total energy: -6725.9293 eV

Results of the natural (NBO) charge analysis, in e, for atoms 1 through 4:
1. O -0.5710
2. N -0.8170
3. C 0.7045
4. C -0.0660



2.
The following is a DFT calculation (ωB97M-V/def2-TZVPD) of C18H20IIrN2O5PS2 as an isolated structure at a distorted geometry.

```
50
Properties=species:S:1:pos:R:3:forces:R:3
Ir -0.944023 0.353129 0.557678 1.84 -1.22 -2.03
I -3.495263 -0.003499 -0.028221 0.35 0.30 0.20
S -1.320189 -0.075916 2.703043 1.46 0.16 1.49
S -0.469143 2.561144 1.224303 -0.07 -0.55 0.59
P -0.076641 1.764953 3.081774 -3.24 1.74 -0.53
O 1.238395 -0.367234 1.454661 0.03 0.24 -0.15
O 1.172476 2.638221 3.662649 0.08 -1.48 -0.04
O -0.590935 0.957980 -1.378665 -0.09 0.00 -0.85
O -1.172992 2.469310 4.056256 0.49 -0.11 0.53
O 2.372413 -0.488966 3.752980 0.02 -0.09 0.34
N -0.226371 -1.519113 -0.276047 -1.32 0.77 0.86
N 0.490724 -2.346263 0.566712 -0.28 -0.48 -0.19
C -0.459630 -1.914848 -1.462770 0.25 -0.33 -0.26
C -1.026311 0.299270 -2.430954 0.25 0.49 0.59
C -0.883104 1.140634 6.101756 0.05 0.08 -0.15
C 3.304270 -3.933321 4.376731 -0.05 -0.01 -0.02
C -1.027353 -1.106329 -2.516317 -0.19 -0.25 -0.13
C -1.849246 1.746814 5.097360 0.20 0.06 0.13
C 2.849895 3.290054 1.960269 -0.26 0.12 0.05
C 2.774466 -4.577620 3.260163 0.01 0.04 0.03
C 1.928715 -2.458893 2.448123 0.04 0.21 -0.06
C 3.144232 -2.569571 4.538057 0.05 0.05 0.03
C 2.473172 -1.819697 3.571086 0.03 -0.31 -0.03
C 2.087742 -3.837944 2.312574 0.04 0.05 0.05
C -1.482833 1.022418 -3.552003 -0.10 0.08 -0.14
C -1.979488 0.382669 -4.667868 0.14 -0.02 0.11
C 1.174128 -1.666583 1.430451 0.05 0.33 -0.13
C -1.481056 -1.735077 -3.683164 -0.07 -0.07 0.08
C 2.534566 2.474298 3.199400 0.33 -0.14 -0.35
C -1.983136 -1.014852 -4.744769 -0.01 0.01 -0.08
H -2.365559 -1.519154 -5.624125 0.03 0.02 0.04
H 3.847195 -4.498593 5.127267 -0.05 0.02 -0.04
H -2.469136 0.966664 4.657614 -0.07 0.10 -0.05
H -2.493469 2.482289 5.573045 -0.04 0.09 0.00
H -2.367002 0.967053 -5.496332 0.03 0.00 0.05
H -0.132936 -2.921301 -1.720129 0.13 -0.02 0.01
H 1.657269 -4.308645 1.438661 0.00 0.01 0.03
H 2.337769 2.891269 1.087218 0.04 0.00 -0.02
H -1.455198 -2.820936 -3.733522 0.01 0.07 0.03
H 3.539189 -2.052314 5.405386 0.00 -0.02 -0.06
H 3.928661 3.276051 1.779696 -0.08 -0.01 0.06
H 2.896460 -5.646644 3.135557 0.00 0.03 0.00
H -1.471582 2.103453 -3.478487 -0.02 -0.04 0.00
H 1.894094 -0.150557 2.954825 -0.08 -0.31 -0.26
H -0.273375 0.371995 5.615428 -0.02 0.01 0.12
H 2.523536 4.323024 2.103839 0.09 -0.01 -0.05
H -0.217131 1.907020 6.504197 -0.03 -0.04 0.02
H -1.435361 0.677051 6.923511 0.05 0.00 -0.06
H 3.158709 2.807509 4.025115 -0.07 -0.04 0.17
H 2.748088 1.418399 3.023086 0.08 0.44 0.09
```
Positions in Å, forces in eV/Å.

Calculated values
LUMO energy: 1.823 eV
E_HOMO: -4.4 eV
relative energy (zero: lowest compared OMol25 entry of this formula, charge and spin): 82.2 kcal/mol
total charge: -1
DFT total energy: -74111.4292 eV

Results of the natural (NBO) charge analysis, in e, for atoms 1 through 4:
1. Ir 0.7557
2. I -0.3003
3. S -0.2653
4. S -0.4150



3.
The following is a DFT calculation (ωB97M-V/def2-TZVPD) of C5H11N3O3S as an isolated structure at a distorted geometry.

```
23
Properties=species:S:1:pos:R:3:forces:R:3
S -2.201784 -0.946666 -1.772529 1.47 1.08 2.67
O -0.568794 -2.034168 -1.911420 -0.18 -0.01 0.68
O -3.340356 -1.717601 -1.965080 -1.78 -1.88 -0.40
O -1.762164 -0.067845 -2.759182 0.41 1.67 -1.13
N 0.390695 -0.101006 1.494678 -1.21 0.31 -3.01
N -1.796921 -0.625078 -0.278125 0.99 1.46 -2.81
N 1.045165 -1.122001 -0.463416 -0.27 -0.37 -0.37
C 0.014465 -1.405279 -0.997574 0.98 -0.93 -0.52
C -2.537508 -1.315630 0.713794 2.07 -1.05 2.19
C 1.698228 1.140709 -0.289217 -2.48 3.64 0.30
C 1.455000 -0.137510 0.510193 1.14 -1.07 2.26
C 2.406195 2.374635 0.372626 -0.65 -2.81 1.46
H -1.857449 -1.598881 1.636634 -1.52 1.03 -1.75
H 2.324790 -0.569497 1.206196 -1.10 1.01 -2.30
H 3.409532 2.115873 0.287562 2.19 0.24 -0.36
H -0.403646 0.406577 1.066230 0.52 -0.29 1.09
H 0.632326 1.572452 -0.579016 1.68 -1.33 0.51
H 0.656767 0.138808 2.390452 0.50 0.97 1.88
H 2.213463 1.148865 -1.231232 0.16 -1.35 -0.52
H -2.808658 -2.199913 0.261543 -0.85 -2.62 -0.28
H 2.182617 3.297844 -0.045096 -0.41 1.45 -1.18
H -3.451803 -0.838953 0.913728 -0.99 0.97 1.01
H 2.299842 2.484264 1.438250 -0.68 -0.13 0.60
```
Positions in Å, forces in eV/Å.

Calculated values
LUMO energy: 0.235 eV
E_HOMO: -9.9 eV
relative energy (zero: lowest compared OMol25 entry of this formula, charge and spin): 36.6 kcal/mol
total charge: 0
DFT total energy: -26806.8538 eV

Results of the natural (NBO) charge analysis, in e, for atoms 1 through 4:
1. S 2.4494
2. O -0.6434
3. O -0.8685
4. O -0.8727